Record 1
84
Properties=species:S:1:pos:R:3:forces:R:3 method="wB97M-V/def2-TZVPD" orbital_gap_ev="7.97 / 7.52" homo_energy_ev="-8.17 / -8.23" multiplicity=3 total_charge=0 lumo_energy_ev="-0.20 / -0.71"
F 0.21863 2.72397 -3.81523 0.0 0.1 0.0
C 1.43569 -3.20775 0.71556 0.0 0.0 0.0
O -0.02872 3.04002 -1.38127 -0.2 -0.2 -0.2
C -2.13897 -1.07145 -0.93708 -0.1 -0.2 0.0
H 2.07507 -0.64361 6.27754 0.0 0.0 0.0
H -4.00169 -0.25573 -0.23086 0.0 0.0 0.0
C -0.20674 -0.45259 -5.85571 0.1 -0.1 0.0
C -4.07242 1.52875 4.18765 0.0 0.1 0.0
H 3.60735 -1.76593 4.98691 0.0 0.0 0.0
H 3.12259 -2.93819 3.74318 0.0 0.0 0.0
C 1.26600 -0.86661 -3.62932 -0.1 -0.1 0.1
H 1.24878 -1.67209 -6.89502 0.0 0.0 0.0
N 1.19132 0.70698 2.01436 0.0 0.0 -0.1
C 2.76413 -2.16993 4.42239 0.0 0.0 0.0
N 0.30635 0.65123 -0.16368 0.2 -0.1 0.4
C 1.67141 -0.07241 4.24593 0.0 0.0 0.0
H -5.51014 3.03768 -0.23085 0.0 0.0 0.0
C 1.67895 0.11636 5.62048 0.0 0.0 0.0
C 4.20442 -0.63113 -1.12386 0.0 0.0 0.0
C -2.18515 1.65481 1.09272 0.0 0.0 0.1
H 2.28759 -3.27288 1.39693 0.0 0.0 0.0
C 2.89718 -2.32455 -4.95785 0.0 0.1 0.0
H 4.48029 1.33018 -1.95530 0.0 0.0 0.0
H -1.05496 1.15388 2.71029 0.0 0.0 0.0
C 2.51118 1.06859 -1.15652 0.0 0.0 0.0
H 1.65984 -3.75824 -0.20228 0.0 0.0 0.0
C -2.01111 -3.37406 -1.40566 0.0 0.0 0.0
Te 0.20965 4.43466 -2.77730 0.1 0.1 -0.1
O 1.10865 -1.86067 0.43359 0.0 0.0 0.0
O -2.97358 1.62795 3.29963 0.0 -0.2 0.0
H 0.55624 -3.63464 1.18885 0.0 0.0 0.0
C -3.33912 -3.50041 -1.01712 0.0 0.0 0.0
C 0.92820 -1.22802 -5.96259 0.0 0.0 0.0
N 3.61310 -2.58654 -3.83167 0.0 0.0 0.0
H -0.35290 -2.01616 -1.66879 0.0 0.0 0.0
H 4.48356 -3.07150 -3.97416 0.0 0.0 0.0
C 1.16871 1.29127 6.16082 0.0 0.0 0.0
C 0.67644 2.28922 5.33914 0.0 0.0 0.0
C 1.14981 0.92437 3.41096 0.0 0.0 0.0
H -1.43392 0.67949 -4.52073 0.0 0.0 0.0
C -3.52974 2.40649 -0.71900 0.1 0.0 0.0
N -1.01098 1.18878 1.70177 0.0 0.0 0.0
H -3.64783 2.62173 -1.77082 0.0 0.0 0.0
C -3.24942 1.88877 1.98335 0.0 0.1 0.0
H 3.65131 -2.50773 -0.23870 0.0 0.0 0.0
H -4.83225 0.85132 3.79219 0.0 0.0 0.0
C 1.62217 0.21074 -0.53039 -0.1 0.1 0.0
O 3.19657 -2.80324 -6.03447 0.0 0.0 0.0
F -2.12860 1.22880 -2.75431 -0.1 0.0 -0.1
H 1.99040 0.19589 1.67823 0.0 0.0 0.0
H 5.21481 -0.95866 -1.33617 0.0 0.0 0.0
H -3.67838 1.13569 5.12084 0.0 0.0 0.0
C -3.45045 -1.13201 -0.54928 0.0 0.1 0.1
C -4.05486 -2.38843 -0.59232 0.0 0.0 0.0
H 0.34285 2.89569 3.30280 0.0 0.0 0.0
H 1.17378 1.42315 7.23462 0.0 0.0 0.0
C -0.55034 0.07205 -4.62119 -0.1 0.0 0.0
H -0.83314 -0.24592 -6.71174 0.0 0.0 0.0
C -4.44782 2.37389 1.51116 0.0 0.0 -0.1
H 2.03644 -2.60644 5.10993 0.0 0.0 0.0
H 0.30226 3.21300 5.75744 0.0 0.0 0.0
H 3.51994 -2.02290 -3.00511 0.0 0.0 0.0
C 1.68512 -1.44666 -4.81890 0.0 -0.1 0.0
C 3.32226 -1.51221 -0.50027 0.0 0.0 0.0
H -3.82026 -4.46911 -1.05288 0.0 0.0 0.0
C -2.30616 1.89538 -0.25733 -0.2 0.1 -0.1
C -4.57666 2.63936 0.14522 0.0 0.0 0.1
H -4.51689 2.51040 4.36929 0.0 0.0 0.0
F -1.73176 4.28354 -2.82281 0.0 0.0 0.0
O 2.16679 -1.17087 3.61234 0.0 0.0 0.0
H -5.27280 2.56009 2.18393 0.0 0.0 0.0
C 0.15140 0.84045 1.14539 -0.1 0.0 -0.1
F 2.07980 4.06571 -2.30302 0.0 0.0 0.0
H 1.82539 -1.02267 -2.71755 0.0 0.0 0.0
C 2.02797 -1.09787 -0.20575 0.0 -0.1 0.0
C 0.68733 2.10935 3.96262 0.0 0.0 0.0
H 2.20291 2.07956 -1.39448 0.0 0.0 0.0
F 0.03963 5.58878 -1.24483 0.1 -0.1 0.0
C -1.38264 -2.13021 -1.36455 0.0 0.0 0.0
C 3.80025 0.64626 -1.46681 0.0 0.0 0.0
H -1.45885 -4.24091 -1.74937 0.0 0.0 0.0
V -0.83906 1.56246 -1.60139 0.5 0.1 0.3
N 0.15994 -0.12611 -3.50465 0.1 0.2 -0.2
H -5.09215 -2.48971 -0.29707 0.0 0.0 0.0


Record 2
74
Properties=species:S:1:pos:R:3:forces:R:3 method="wB97M-V/def2-TZVPD" orbital_gap_ev="7.59 / 6.80" homo_energy_ev="-7.63 / -7.90" multiplicity=3 total_charge=0 lumo_energy_ev="-0.04 / -1.10"
N 1.02337 0.82961 1.23866 0.4 1.4 0.8
H 2.08237 -3.39799 2.70256 0.0 -0.1 -0.1
H 2.55457 -3.36959 5.07086 0.0 -0.1 0.1
C -4.71523 0.91571 -4.87544 -0.1 0.0 -0.1
C 2.05627 -1.30589 5.33456 0.0 -0.1 0.1
C 1.81957 -1.30729 -1.69774 0.2 -0.3 -0.2
H 4.28167 0.19191 0.14176 0.1 0.0 0.0
C 1.60597 -1.31319 2.53116 0.2 0.1 0.5
H 4.36297 -1.88829 1.63636 0.0 0.0 0.0
C -2.76263 1.31111 -2.95864 0.4 0.0 0.2
H -2.35703 4.29091 -1.52534 0.0 0.1 0.0
H 0.56347 4.38041 2.69696 0.0 0.1 0.0
H 2.24127 -1.30829 6.39696 0.0 0.0 0.1
S -2.97763 -2.02889 2.96016 -0.6 -0.1 0.4
C -3.61013 0.21571 -2.86204 0.0 0.0 0.0
C 0.07767 -3.17809 -2.21054 -0.1 0.2 0.2
H -0.33123 -2.47459 -2.93234 0.0 0.0 0.0
C -1.66593 -1.72799 2.13736 0.8 0.2 -0.5
C -2.61933 1.82311 0.77416 0.1 -0.1 0.0
H -4.47513 4.25671 2.19206 0.0 0.1 0.1
H -5.47113 0.75841 -5.63114 -0.1 0.0 0.0
H 0.54907 -0.45789 -3.21574 0.1 0.0 0.1
C 1.97817 -2.46029 3.22596 0.0 -0.2 -0.2
H 1.47917 0.74161 5.27966 0.0 0.1 0.1
H -5.21843 -0.85229 -3.77794 -0.1 0.0 0.0
H -3.49843 -0.48319 -2.04604 0.0 -0.1 0.0
H 1.09387 1.72141 -0.61564 -0.2 0.1 0.1
H -3.66743 1.96521 2.62656 -0.1 -0.1 0.1
C -3.83393 3.76601 1.47476 0.0 0.1 0.2
C 3.96357 -0.10649 -0.85654 -0.3 0.0 0.2
H 0.52037 -4.01099 -2.76454 0.0 0.0 0.1
H 2.10197 -1.06969 -3.78744 0.1 -0.1 0.0
H 1.08437 -4.63449 1.14456 0.0 0.0 0.0
C 2.88047 -2.26599 0.10656 0.1 -0.2 -0.4
N -0.68463 -1.48499 1.51876 -2.1 -0.9 1.1
P -1.41083 1.60141 -1.75894 -0.2 0.1 0.1
H 0.86237 2.42831 4.18886 0.0 0.0 0.1
C 1.07467 1.03231 2.57826 -0.1 0.4 -0.2
H -2.29813 0.80301 0.94886 0.0 0.0 -0.1
H 3.94597 -3.58709 1.42286 0.0 -0.1 0.1
C 1.60767 -0.54469 -2.96764 -0.1 0.1 0.2
H 2.50937 -5.09479 0.20246 0.0 0.0 0.0
C -3.44783 4.43441 0.32276 -0.1 0.1 0.0
C 1.42617 -0.15839 3.32126 0.1 -0.5 0.1
C -2.66673 3.79041 -0.61744 0.1 0.0 0.0
C -3.39433 2.47521 1.71436 -0.1 0.1 0.1
H -2.21973 3.04621 -4.08494 0.1 0.0 0.0
C 0.98347 1.90631 0.44676 0.2 0.1 -0.4
C 0.72357 3.39491 2.28676 0.1 -0.3 -0.3
S -0.00313 2.67581 -2.61614 0.0 0.2 0.0
C 0.88457 2.30501 3.11846 -0.1 -0.2 -0.1
C 1.56297 -4.55509 0.16836 -0.2 0.3 0.2
C 1.79057 -3.13299 -0.26374 0.4 0.0 -0.4
C -4.57593 0.01461 -3.83164 -0.1 0.0 0.0
Mo 0.90237 -1.11929 0.48996 0.7 0.4 -1.2
H -3.97733 2.72181 -5.77114 -0.1 0.0 -0.1
C 1.11907 -2.51969 -1.35074 0.4 -0.3 -0.3
S -1.01473 -0.27389 -1.06654 -0.1 -0.3 0.0
H 0.77907 4.01031 0.21556 0.0 0.0 -0.2
H 4.93637 -2.76369 0.21366 -0.1 0.0 0.0
C 2.22567 -2.46119 4.58866 0.0 0.0 0.0
C -3.88083 2.01771 -4.95844 -0.1 0.0 -0.1
H 2.01357 0.46301 -2.91364 0.0 0.0 0.0
C 0.82847 3.19241 0.91416 0.0 0.1 0.3
C 4.09337 -2.64679 0.90176 -0.2 0.2 0.2
H -0.75373 -3.55969 -1.61844 0.0 0.0 0.0
C 1.63417 -0.15769 4.70306 0.0 0.1 -0.3
C -2.27253 2.47761 -0.39824 0.3 -0.3 -0.3
C 2.87597 -1.14099 -0.78134 0.3 -0.2 -0.3
C -2.90053 2.21121 -4.00524 0.0 0.1 0.0
H 4.82887 -0.51329 -1.38484 0.0 0.0 0.0
H -3.76493 5.45241 0.15126 -0.1 0.1 0.0
H 0.91367 -5.04899 -0.55224 0.0 -0.1 0.0
H 3.62757 0.78251 -1.39034 0.0 0.0 0.0


Record 3
83
Properties=species:S:1:pos:R:3:forces:R:3 method="wB97M-V/def2-TZVPD" orbital_gap_ev="3.75 / 3.75" homo_energy_ev="0.06 / 0.07" total_charge=-2 lumo_energy_ev="3.82 / 3.82"
O -0.73597 1.46656 -2.23715 -0.1 0.1 -0.1
C 3.34575 0.62770 -0.94294 0.0 0.0 0.0
C 5.42260 2.12448 -2.43439 0.0 0.0 0.0
H 1.07950 4.72210 -2.37309 0.0 0.0 0.0
C -0.44622 2.63140 -2.40264 -0.1 0.1 -0.3
O 0.74331 1.35068 0.07923 0.0 -0.4 -0.5
O -0.76558 -1.47546 -1.39894 0.4 0.3 -0.1
H 3.46409 -1.36118 1.50423 0.0 0.0 0.0
S 1.41013 -3.01805 -0.12306 0.0 0.1 -0.1
H 4.83100 1.48339 -3.07676 0.0 0.0 0.0
H -3.32044 -1.08879 -5.04924 0.0 0.0 0.0
H -2.50246 -0.93627 2.62141 0.0 0.0 0.0
C 6.19072 2.70138 -0.21525 0.0 0.0 0.0
C 6.98652 3.92478 -2.12679 0.0 0.0 0.0
C 6.97950 3.70020 -0.75037 0.0 0.0 0.0
C -4.10558 -0.15532 -1.90369 0.0 0.0 0.0
N 8.46458 5.80546 -3.11222 0.0 0.0 0.0
H -0.14931 -1.58189 3.47290 0.0 0.0 0.0
H 6.20678 3.31107 -4.03231 0.0 0.0 0.0
H -1.20032 2.36194 -0.00040 0.0 0.0 0.0
C 1.63670 -5.35804 -3.71073 0.0 0.0 0.0
S 1.75377 -1.09623 -3.22815 0.1 -0.1 0.1
H 5.78272 0.11228 1.10982 0.0 0.0 0.0
C -1.71464 3.20640 -0.44992 0.0 0.0 0.0
C -1.84230 -1.08929 -1.98595 -0.2 0.0 0.2
H 3.76653 4.09058 3.33670 0.0 0.0 0.0
C 0.85499 2.00611 -4.33259 0.0 0.0 0.0
S 1.42993 -5.27062 -2.01940 0.0 0.0 0.0
H -1.25786 5.72717 -1.58686 0.0 0.0 0.0
S 1.77884 -3.79754 -4.38958 0.0 0.0 0.0
H 1.88544 3.56044 -0.49530 0.0 0.0 -0.1
C -1.47377 4.86058 -2.21977 0.0 0.0 0.0
C -1.57886 -0.51084 2.20910 0.0 0.1 0.0
H 6.12500 2.55833 0.85476 0.0 0.0 0.0
H -2.73710 2.90645 -0.71665 0.0 0.0 0.0
H 1.37467 4.77906 -4.12271 0.0 0.0 0.0
C 1.50799 -3.53315 -1.79307 0.0 0.0 0.0
N -1.65308 -0.33097 0.77074 0.0 -0.2 0.0
C -2.91379 -0.49739 -1.26086 0.0 0.0 0.1
H -5.17718 -0.05267 -3.76085 0.0 0.0 0.0
N -0.96849 3.64882 -1.61321 0.1 0.0 0.1
N 0.39161 3.04925 -3.43458 0.0 0.0 0.1
C -4.26052 -0.34096 -3.26099 0.0 0.0 0.0
H 0.10786 1.22244 -4.41478 0.0 0.0 0.0
C 1.31767 0.25497 2.62409 0.0 0.1 0.1
H -1.21844 -1.75959 -3.91856 0.0 0.0 0.0
H 1.77246 1.52825 -3.97145 0.0 0.0 0.0
H 3.35966 4.91428 1.00970 0.0 0.0 0.0
S 1.68226 -6.79190 -4.58758 0.0 0.0 0.0
H -3.70701 -0.38857 0.76506 0.0 0.0 0.0
H 2.81892 1.96108 4.07611 0.0 0.0 0.0
C 4.83891 0.10695 0.59489 0.0 0.0 0.0
C 1.34171 4.12711 -3.24297 0.0 0.0 0.0
H -2.56313 4.80304 -2.35348 0.0 0.0 0.0
N 0.74093 -0.66670 1.77913 -0.2 -0.1 -0.3
H -1.02465 5.02094 -3.19579 0.0 0.0 0.0
C 3.15496 3.51358 2.64927 0.0 -0.1 0.1
C -2.04039 -1.31631 -3.37010 0.0 0.0 0.0
N 4.60952 0.90096 -0.52494 0.0 0.0 0.0
C 1.81528 1.49748 2.22171 0.0 0.0 -0.1
H 2.35170 3.72713 -3.08416 0.0 0.0 0.0
H -1.36780 0.45037 2.69036 0.0 0.0 0.0
Ti 0.52978 -0.55485 -0.15150 0.0 0.0 0.8
C 2.92758 3.98070 1.35173 0.0 0.0 -0.1
C 1.53932 2.02322 0.91218 0.2 0.1 0.1
C 3.70314 -0.61154 0.77160 0.0 0.0 0.0
H 7.57476 4.32935 -0.10232 0.0 0.0 0.0
C -3.20821 -0.93007 -3.98145 0.0 0.0 0.0
C 2.11491 3.22204 0.50724 0.0 0.0 0.1
H -0.49915 -2.35798 1.90531 0.0 0.0 0.0
C 5.41825 1.90666 -1.05787 0.0 0.0 0.0
H -4.91220 0.27404 -1.31431 0.0 0.0 0.0
C 2.61295 2.31640 3.06992 0.0 0.0 0.0
C -0.34686 -1.39969 2.40879 0.1 -0.1 0.0
H 2.87106 1.13469 -1.76473 0.0 0.0 0.0
H -1.75734 4.02833 0.26883 0.0 0.0 0.0
C 7.80710 4.96816 -2.67605 0.0 0.0 0.0
C 1.67554 -2.81161 -2.93557 0.0 0.1 0.0
N 2.78020 -0.26103 -0.18722 0.0 -0.1 0.1
H 1.38660 -0.02379 3.67652 0.0 0.0 0.0
C 6.19787 3.13761 -2.96472 0.0 0.0 0.0
H 1.05382 2.44402 -5.31452 0.0 0.0 0.0
C -2.77881 -0.37590 0.17602 0.0 0.1 -0.1


Short version: relative energy (zero: lowest compared OMol25 entry of this formula, charge and spin) = 97.6; 0.0; 11.7 kcal per mole, in the order given.